Record 1
C7H11N2O | ωB97M-V with the def2-TZVPD basis set

Output
HOMO ... -0.447 hartree
Molecular weight ... 139.18 g mol⁻¹
SMILES string ... C=C(/C=C/C)[C@H]1[NH+]=CNO1
Charge ... +1
Energy above the lowest of the compared OMol25 structures with the same formula, charge and spin ... 465.0 kJ/mol
Multiplicity ... 1

Each line ends with the Löwdin charge.
Geometry (Å):
C1 2.0046 1.1070 -0.9294  0.107
C2 1.0862 0.2125 -0.5461  -0.183
C3 1.0546 -0.4136 0.7442  -0.101
C4 -0.0356 -0.8925 1.3607  -0.140
C5 -0.1451 -1.4632 2.7751  -0.082
C6 -0.2547 -0.0227 -1.5572  -0.232
N1 -1.5042 0.5392 -1.3479  0.119
C7 -1.8695 1.2903 -2.4239  0.000
N2 -0.9632 1.2902 -3.3599  0.181
O1 0.1791 0.4618 -2.8604  0.003
H1 1.7792 1.8099 -1.7086  0.070
H2 3.0067 1.1928 -0.6988  0.063
H3 1.9716 -0.1311 1.2162  0.118
H4 -0.8325 -1.2241 0.6670  0.094
H5 -1.1035 -1.3673 3.2513  0.058
H6 0.6689 -0.8991 3.3036  0.089
H7 0.1014 -2.5840 2.8543  0.110
H8 -0.5540 -1.1258 -1.5137  0.175
H9 -1.8410 0.7298 -0.3998  0.186
H10 -2.8104 1.8070 -2.3664  0.172
H11 -0.9123 1.5517 -4.3361  0.192

=====

Record 2
C10H11N3S2 | ωB97M-V with the def2-TZVPD basis set

Output
HOMO (spin up / spin down) ... -0.284 / -0.286 hartree
Molecular weight ... 237.35 g mol⁻¹
Energy above the lowest of the compared OMol25 structures with the same formula, charge and spin ... 315.0 kJ/mol
Multiplicity ... 1

Each line ends with the Löwdin charge.
Geometry (Å):
C1 0.3707 -2.3544 -1.1926  -0.241
C2 4.8401 0.6684 0.3581  -0.145
C3 3.8507 -0.0748 0.9279  -0.057
C4 3.3126 0.5146 -1.1126  -0.154
C5 -3.2027 -0.5928 0.5218  -0.539
C6 -3.1650 0.9212 0.4537  -0.496
C7 0.6614 -0.9644 -0.9048  -0.327
C8 1.6898 -0.8559 0.1429  -0.033
C9 -0.6050 -0.2148 -0.4099  -0.579
C10 -1.4209 0.2472 -1.4909  -0.485
N1 0.1802 -3.4581 -1.4176  0.182
N2 4.4880 1.0293 -0.9083  0.060
N3 2.8513 -0.1862 -0.0194  -0.067
S1 -1.5609 -1.3346 0.8059  0.891
S2 -2.5926 1.4663 -1.2125  0.910
H1 5.7804 0.9662 0.7762  0.096
H2 3.7591 -0.5329 1.8903  0.114
H3 2.7670 0.6350 -2.0261  0.119
H4 -3.8062 -0.9311 1.3637  0.073
H5 -3.6120 -1.0058 -0.4029  0.075
H6 -4.1647 1.3445 0.5556  0.073
H7 -2.5182 1.3455 1.2230  0.074
H8 0.9985 -0.4971 -1.8358  0.137
H9 1.5222 -1.3403 1.0907  0.132
H10 -0.2919 0.6077 0.2508  0.111
H11 -1.3761 -0.1807 -2.4769  0.075

=====

Record 3
C8H5ClN2OS | ωB97M-V with the def2-TZVPD basis set

Output
HOMO (spin up / spin down) ... -0.299 / -0.299 hartree
Molecular weight ... 212.66 g mol⁻¹
SMILES string ... N#CC1=C(Cl)c2ccsc2N[C@@H]1O
Energy above the lowest of the compared OMol25 structures with the same formula, charge and spin ... 0.0 kJ/mol
Multiplicity ... 1

Each line ends with the Löwdin charge.
Geometry (Å):
N1 -3.5694 0.5969 3.2039  0.157
C1 -2.6818 0.3730 2.5029  -0.282
C2 -1.6167 0.1410 1.6607  -0.132
C3 -0.9867 1.3841 0.8772  -0.518
Cl1 -1.5963 2.9354 1.1363  0.782
C4 0.1222 1.1042 0.0608  -0.312
C5 0.8077 1.9697 -0.8460  -0.141
C6 1.8732 1.3857 -1.4231  -0.387
S1 2.1197 -0.2522 -0.8749  1.059
C7 0.7242 -0.1524 0.1305  -0.517
N2 0.2881 -1.1540 0.9321  0.073
C8 -1.1215 -1.2168 1.2834  -0.368
O1 -1.8678 -1.7966 0.2352  0.014
H1 0.4875 2.9770 -1.0339  0.105
H2 2.5535 1.7812 -2.1477  0.063
H3 0.7570 -2.0446 0.8440  0.144
H4 -1.2185 -1.9117 2.1244  0.160
H5 -2.0054 -1.1427 -0.4604  0.101

=====

Record 4
C16H19BN6ReSe | ωB97M-V with the def2-TZVPD basis set

Output
HOMO (spin up / spin down) ... -0.801 / -0.798 hartree
Molecular weight ... 571.35 g mol⁻¹
Charge ... +4
Energy above the lowest of the compared OMol25 structures with the same formula, charge and spin ... 337.5 kJ/mol
Multiplicity ... 4

Each line ends with the Mulliken spin population.
Geometry (Å):
C1 -0.7413 -2.8062 -0.1991  0.007
N1 -0.2381 -1.5934 -0.5881  -0.018
N2 1.1283 -1.7344 -0.8310  -0.011
C2 1.3946 -3.0609 -0.8437  0.011
C3 0.2754 -3.7450 -0.3919  0.010
B1 2.1078 -0.6486 -1.3518  -0.001
N3 1.1572 0.2850 -2.2189  0.004
N4 -0.1201 0.7247 -1.7588  0.007
C4 -0.7210 1.2922 -2.8521  -0.002
C5 0.0663 1.1105 -3.9908  0.024
C6 1.2084 0.4454 -3.5731  0.028
Re1 -1.7104 -0.0447 -0.5431  1.542
N5 3.2195 -0.0878 -0.2353  0.020
N6 3.0079 0.3681 1.0591  0.294
C7 4.1058 0.9192 1.5588  0.010
C8 5.1624 0.6443 0.6444  0.346
C9 4.5819 -0.0010 -0.4554  0.312
H1 4.1253 1.4932 2.5034  0.005
H2 5.0766 -0.3733 -1.3526  0.007
H3 6.1846 0.9155 0.8061  0.007
H4 2.9009 -1.1721 -2.1299  -0.001
H5 2.0993 0.1252 -4.1242  0.001
H6 2.3692 -3.3740 -1.2060  0.000
H7 -0.1580 1.5123 -4.9688  0.001
H8 0.1944 -4.8014 -0.2063  0.001
H9 -1.6384 1.8333 -2.7371  -0.002
H10 -1.7467 -2.8491 0.2268  -0.017
H11 -1.0629 2.4073 -0.0330  0.013
C10 -2.0132 1.8587 -0.0655  -0.058
H12 -2.6586 2.3029 -0.8256  -0.004
H13 -3.0952 -0.8072 -0.7650  -0.045
H14 -2.4796 2.0439 0.9102  0.051
Se1 -0.9431 0.0067 1.7185  -0.435
C11 -2.4945 0.4617 2.8000  0.286
C12 -2.3541 1.5176 3.7216  0.093
C13 -3.5033 2.1579 4.1809  0.045
C14 -4.7652 1.6834 3.7948  0.227
C15 -4.8823 0.4986 3.0576  0.275
C16 -3.7342 -0.1613 2.6063  -0.040
H15 -1.3554 1.8303 4.0233  0.003
H16 -3.4040 3.0311 4.8262  0.006
H17 -5.6577 2.2387 4.0797  -0.005
H18 -5.8669 0.0858 2.8356  0.004
H19 -3.7739 -1.1319 2.1049  0.004

=====

Results for energy: -12453.6152, -36685.5414, -36760.8324, -93941.5896 (in eV, following the order of the records).